Entry 1:
DFT (ωB97M-V/def2-TZVPD) results for a 2-piece molecular cluster, C3H3Cl3OS2 overall in a non-equilibrium geometry.

Kohn-Sham gap (alpha / beta)	7.22 / 7.22	eV
LUMO (alpha / beta)	-1.46 / -1.46	eV
charge	0
energy above the lowest of the compared OMol25 structures with the same formula, charge and spin	0.809	eV
largest force on an atom	0.0957	Eh/bohr
multiplicity	1
E_HOMO (alpha / beta)	-8.69 / -8.69	eV

Last column: natural (NBO) charge in e.
Cartesian coordinates (Å):
S: 3.58041 -1.79327 0.65276  -0.40
S: 3.21165 -0.68297 -0.87782  0.51
Cl: 2.39252 2.11032 -1.54390  0.11
C: -0.71290 0.24321 -0.53517  -0.54
H: -1.14791 0.67205 0.28801  0.21
Cl: 0.59030 -1.81064 -1.59150  -0.06
O: 0.66700 -0.96108 0.95449  -0.65
C: 2.78054 0.91609 -0.35917  -0.36
Cl: 2.92816 1.46188 1.24803  0.14
C: 0.16783 -0.69647 -0.23560  0.32
H: 1.19385 -1.67251 0.81076  0.49
H: -1.34671 0.24829 -1.46306  0.23

***

Entry 2:
DFT (ωB97M-V/def2-TZVPD) results for C6H8N2O2 as an isolated structure in a non-equilibrium geometry.

Kohn-Sham gap	6.81	eV
LUMO	0.37	eV
charge	0
energy above the lowest of the compared OMol25 structures with the same formula, charge and spin	8.445	eV
largest force on an atom	0.1628	Eh/bohr
multiplicity	1
E_HOMO	-6.44	eV

Last column: natural (NBO) charge in e.
Cartesian coordinates (Å):
H: 0.85730 1.82535 0.97980  0.29
O: -2.35207 -2.16543 0.50202  -0.60
C: 1.54572 0.13605 -0.14286  -0.28
H: 1.94260 0.70861 -1.01407  0.21
C: -1.58529 -1.28771 0.16876  0.80
O: -0.78040 2.12123 1.08906  -0.66
C: 1.13368 0.78083 0.93772  -0.62
H: 1.01176 0.16953 1.79449  0.23
N: -1.46664 -0.07638 0.84849  -0.68
H: 0.85903 -0.67542 -2.09657  0.23
H: 1.81321 -0.91642 -0.16408  0.25
H: 0.85669 1.62035 -0.87617  0.29
H: -2.04102 -0.04374 1.67210  0.43
C: 0.21745 0.77812 -0.60372  -0.22
C: 0.18727 -0.40197 -1.26521  -0.09
H: -0.77386 -2.26036 -1.42109  0.43
N: -0.72492 -1.38190 -0.91215  -0.65
C: -0.70051 1.06926 0.50348  0.64